Here is a structure of composition C5H6O2 in a non-equilibrium geometry from the Open Molecules 2025 dataset. Energies are from ωB97M-V/def2-TZVPD.

As for the gap between HOMO and LUMO: 8.73 eV. The calculation puts the HOMO energy at -9.103 eV. The energy above the lowest of the compared OMol25 structures with the same formula, charge and spin comes out at 4.679 eV. The largest force on an atom comes out at 1.2 eV/Å. The lowest unoccupied orbital energy comes out at -0.38 eV.

The geometry in ORCA input format:
```
! wB97M-V def2-TZVPD RIJCOSX def2/J DEFGRID3
* xyz 0 1
O 1.91088 -1.38834 -0.71676
C 1.54856 -0.24580 -0.58990
C 0.18860 0.14127 -0.04280
C -0.51427 -0.74699 1.43953
C -0.81761 -0.99422 0.01251
C -0.38035 1.47674 -0.39615
O -1.49400 1.81492 -0.07241
H 2.23033 0.59421 -0.83910
H -1.25210 -0.02528 1.81860
H 0.52150 0.12742 1.21520
H -1.79046 -0.65663 -0.33879
H -0.44839 -1.90666 -0.44814
H 0.27591 2.16131 -0.97250
*
```

Results of the natural (NBO) charge analysis, in e, for atoms 1 through 2:
1 O -0.481
2 C 0.432

Here is a cluster of 2 separate species, C2H4O2 in total in a non-equilibrium geometry from the Open Molecules 2025 dataset. Energies are from ωB97M-V/def2-TZVPD.

As for the gap between HOMO and LUMO: 10.95 eV. The calculation puts the HOMO energy at -10.282 eV. The energy above the lowest of the compared OMol25 structures with the same formula, charge and spin comes out at 2.582 eV. The largest force on an atom comes out at 3.0 eV/Å. The lowest unoccupied orbital energy comes out at 0.67 eV. As for the SMILES: C=O.C=O.

The geometry in ORCA input format:
```
! wB97M-V def2-TZVPD RIJCOSX def2/J DEFGRID3
* xyz 0 1
O -1.52742 -2.15255 2.67163
C -2.43782 -2.93448 2.39548
H -2.98581 -2.92714 1.42330
H -2.82710 -3.61773 3.18736
O 2.51803 5.39579 -0.74352
C 3.42123 4.66876 -0.31503
H 4.38002 5.13032 0.02132
H 3.28326 3.58233 -0.10036
*
```

Results of the natural (NBO) charge analysis, in e, for atoms 1 through 2:
1 O -0.495
2 C 0.262

Here is the ion CH3N2O2S with charge +1 in a non-equilibrium geometry from the Open Molecules 2025 dataset. Energies are from ωB97M-V/def2-TZVPD.

As for the gap between HOMO and LUMO (spin up / spin down): 5.08 / 7.00 eV. The calculation puts the HOMO energy (spin up / spin down) at -11.098 / -17.134 eV. The energy above the lowest of the compared OMol25 structures with the same formula, charge and spin comes out at 4.536 eV. The largest force on an atom comes out at 5.3 eV/Å. The lowest unoccupied orbital energy (spin up / spin down) comes out at -6.02 / -10.13 eV.

The geometry in ORCA input format:
```
! wB97M-V def2-TZVPD RIJCOSX def2/J DEFGRID3
* xyz 1 3
C -0.59520 -1.30251 -1.70140
N -0.18752 -0.78800 -0.75700
N 1.12174 0.88310 0.72801
O -1.32235 1.13176 0.13893
O -0.67740 -0.97321 1.61638
S -0.37994 0.30307 0.71018
H -1.16307 -1.69075 -2.52451
H 1.44805 1.81307 0.26065
H 1.75570 0.62346 1.52877
*
```

Results of the natural (NBO) charge analysis, in e, for atoms 1 through 2:
1 C 0.277
2 N -0.604

Here is a structure of composition C46H67IN5O2P2STl in a non-equilibrium geometry from the Open Molecules 2025 dataset. Energies are from ωB97M-V/def2-TZVPD.

As for the gap between HOMO and LUMO (spin up / spin down): 4.77 / 4.82 eV. The calculation puts the HOMO energy (spin up / spin down) at -5.912 / -5.913 eV. The energy above the lowest of the compared OMol25 structures with the same formula, charge and spin comes out at 0.358 eV. The largest force on an atom comes out at 1.0 eV/Å. The lowest unoccupied orbital energy (spin up / spin down) comes out at -1.14 / -1.09 eV.

The geometry in ORCA input format:
```
! wB97M-V def2-TZVPD RIJCOSX def2/J DEFGRID3
* xyz 0 1
Tl -0.75470 0.26234 0.25361
C -0.47822 1.81976 6.05085
C -0.11565 0.65538 5.13403
C -0.35965 -0.68280 5.82515
P -0.82101 0.63766 3.38798
C -2.71411 0.47663 3.51728
C -3.03832 -0.97981 3.16683
C -3.47558 0.87309 4.77718
C -0.56753 2.38808 2.91194
C -1.34889 3.45266 3.35165
C -1.13487 4.75559 2.91699
C -1.93392 5.90405 3.46034
C -0.13984 4.96612 1.96063
C 0.65126 3.93535 1.51217
C 0.49511 2.61441 1.99339
N 1.20839 1.55134 1.55393
C 2.49852 1.64891 1.15753
C 3.37928 2.65718 1.61158
C 4.68487 2.73035 1.18465
C 5.20306 1.80183 0.28531
C 6.62117 1.89230 -0.20146
C 4.38236 0.74795 -0.09050
C 3.06529 0.64285 0.32958
P 2.05445 -0.83960 -0.01106
C 2.38492 -1.31382 -1.82638
C 2.13474 -0.10678 -2.71958
C 3.69358 -1.98799 -2.24539
C 3.11230 -2.07927 0.93343
C 3.15682 -1.66410 2.40150
C 2.60332 -3.51454 0.81065
H 0.19214 1.80984 6.90941
H -0.36055 2.77623 5.54786
H -1.49517 1.74096 6.42437
H 0.95785 0.73618 4.90955
H -1.42050 -0.86394 5.97606
H 0.05158 -1.51081 5.25459
H 0.11807 -0.67579 6.80232
H -3.07554 1.11094 2.69676
H -2.66367 -1.65892 3.93049
H -4.11467 -1.12996 3.08510
H -2.58697 -1.26239 2.21434
H -3.24389 0.20945 5.60449
H -3.27775 1.89515 5.08457
H -4.54541 0.79435 4.58081
H -2.14397 3.27106 4.06026
H -2.79971 5.54656 4.01279
H -1.32646 6.49989 4.14328
H -2.27420 6.56534 2.66351
H 0.01497 5.96476 1.57139
H 1.40919 4.12463 0.76395
H 3.01668 3.36877 2.34092
H 5.32471 3.51946 1.55827
H 6.97002 2.92363 -0.19757
H 7.28405 1.31195 0.44299
H 6.71365 1.49854 -1.21261
H 4.79725 -0.01743 -0.72874
H 1.58510 -2.04861 -1.99286
H 2.98054 0.57496 -2.67092
H 1.97835 -0.39903 -3.75730
H 1.23754 0.45946 -2.39103
H 4.51301 -1.27664 -2.31691
H 3.98347 -2.78774 -1.56982
H 3.55015 -2.41695 -3.23859
H 4.12545 -2.01176 0.51731
H 2.16712 -1.74288 2.84511
H 3.83375 -2.31589 2.95112
H 3.50410 -0.63855 2.51008
H 1.73931 -3.65783 1.45267
H 2.31753 -3.76586 -0.20923
H 3.37978 -4.20920 1.13192
O -0.10905 -2.70007 2.92407
H -0.33674 -1.77077 3.04441
H -0.27085 -2.88239 1.99349
O -2.51496 2.78817 0.66587
H -1.89889 3.38117 0.22796
H -2.29985 2.85612 1.61271
I -6.88042 -2.64738 0.78214
C -5.41868 -1.23825 0.29300
C -5.38347 0.09158 0.65719
N -4.26760 0.59611 0.10853
N -3.58608 -0.32253 -0.56952
C -4.27164 -1.44444 -0.48178
H -6.05609 0.67577 1.24919
H -3.86773 1.52487 0.21174
H -3.94083 -2.34838 -0.95375
C -2.20298 2.18449 -2.63679
C -0.71971 2.53491 -2.81782
C -0.57711 4.07038 -2.75099
C 0.09587 1.79557 -1.80782
C -0.19283 2.07036 -4.17968
C -0.99213 1.38292 -5.08574
C -0.52793 1.08403 -6.35593
C 0.75324 1.43668 -6.73789
C 1.57430 2.07885 -5.82657
C 1.10602 2.39258 -4.56463
H -2.55353 2.60546 -1.70101
H -2.35033 1.10917 -2.57957
H -2.79745 2.60844 -3.44345
H -0.91205 4.43039 -1.77905
H -1.19097 4.52583 -3.52652
H 0.45020 4.39277 -2.89745
H 0.95177 2.42040 -1.51551
H -1.99455 1.08697 -4.81851
H -1.18540 0.58593 -7.05494
H 1.10989 1.20820 -7.73073
H 2.58113 2.34798 -6.10545
H 1.76099 2.90200 -3.87474
N -0.76757 -2.87048 -2.88154
C -1.04964 -3.60661 -1.78871
S -1.08596 -2.93606 -0.26878
N -1.32981 -4.92938 -1.87488
C -1.14266 -5.90563 -2.85453
C -0.40561 -5.74002 -4.02508
C -0.25457 -6.80091 -4.90348
C -0.81707 -8.03630 -4.63515
C -1.53775 -8.21113 -3.46365
C -1.70116 -7.15895 -2.58759
H -0.67888 -1.87535 -2.73918
H -1.04671 -3.19287 -3.79366
H -1.63981 -5.30038 -0.98317
H 0.09655 -4.81201 -4.24666
H 0.32489 -6.66054 -5.80442
H -0.68717 -8.85948 -5.32172
H -1.96780 -9.17251 -3.22460
H -2.25687 -7.30234 -1.67218
*
```

Results of the Mulliken charge analysis, in e, for atoms 1 through 2:
1 Tl 3.074
2 C -1.541

Here is a structure of composition C5H6LiO4V in a non-equilibrium geometry from the Open Molecules 2025 dataset. Energies are from ωB97M-V/def2-TZVPD.

As for the gap between HOMO and LUMO (spin up / spin down): 6.77 / 6.93 eV. The calculation puts the HOMO energy (spin up / spin down) at -7.226 / -7.328 eV. The energy above the lowest of the compared OMol25 structures with the same formula, charge and spin comes out at 0.000 eV. The largest force on an atom comes out at 1.9 eV/Å. The lowest unoccupied orbital energy (spin up / spin down) comes out at -0.46 / -0.40 eV.

The geometry in ORCA input format:
```
! wB97M-V def2-TZVPD RIJCOSX def2/J DEFGRID3
* xyz 0 5
C -0.22365 1.52644 0.33276
C -1.11691 0.79832 -0.67214
C -0.37784 -0.25641 -1.43825
C -0.42342 -1.58726 -1.15405
O 0.42325 -2.48259 -1.58710
O 0.08639 0.76167 1.48852
V -0.81200 -0.29809 2.89227
Li 1.79275 -1.32486 -1.06112
H -0.68615 2.47050 0.65817
H 0.74604 1.75249 -0.13938
H -1.53502 1.56494 -1.34576
H -1.97231 0.36172 -0.13212
H 0.35552 0.09324 -2.18070
H -1.21439 -1.93294 -0.45772
O 2.15637 -0.33513 0.59370
O 1.34661 -0.86378 2.63037
C 1.45474 -0.24826 1.57253
*
```

Results of the natural (NBO) charge analysis, in e, for atoms 1 through 2:
1 C -0.058
2 C -0.445

Here is a structure of composition C28H31Cl3MgO8S2Sb2 from the Open Molecules 2025 dataset. Energies are from ωB97M-V/def2-TZVPD.

As for the gap between HOMO and LUMO: 6.89 eV. The calculation puts the HOMO energy at -2.639 eV. The energy above the lowest of the compared OMol25 structures with the same formula, charge and spin comes out at 0.282 eV. The largest force on an atom comes out at 0.4 eV/Å. The lowest unoccupied orbital energy comes out at 4.25 eV.

The geometry in ORCA input format:
```
! wB97M-V def2-TZVPD RIJCOSX def2/J DEFGRID3
* xyz -2 1
Mg 0.71704 1.11380 -0.37137
Cl -3.66038 4.61963 4.11885
C -2.73077 3.44310 3.20208
C -3.12770 2.11952 3.19310
C -2.39068 1.20558 2.46320
Cl -2.88206 -0.46704 2.47796
C -1.24426 1.55122 1.70850
O -0.58512 0.66674 1.04908
C -0.87514 2.92910 1.76474
C 0.33575 3.39960 0.99667
O 0.41865 3.02856 -0.26849
C -1.61006 3.84533 2.49558
H -3.99847 1.79331 3.74438
H 0.49837 4.47350 1.16096
H -1.30128 4.88422 2.51256
C -0.65128 -2.66688 -2.81527
Sb -1.32635 -2.39798 -0.79069
C -3.36885 -2.94172 -1.25651
C -0.74849 -4.50133 -0.29842
C -0.76828 -4.72738 1.17186
C -1.98501 -5.02064 1.79482
C -2.09864 -5.15025 3.16886
C -0.97233 -4.99038 3.96262
C 0.24488 -4.71468 3.36088
C 0.37994 -4.57962 1.97797
C 1.72904 -4.27090 1.40731
Sb 1.99229 -2.20857 0.67710
C 1.30251 -1.36961 2.51626
C 4.07592 -2.13602 1.21563
H -0.82616 -3.69579 -3.13628
H 0.41130 -2.43271 -2.87302
H -1.19869 -1.97576 -3.45418
H -3.39862 -3.81764 -1.90698
H -3.82193 -2.08846 -1.76120
H -3.92319 -3.14685 -0.33995
H 0.23281 -4.66478 -0.74310
H -1.47218 -5.14099 -0.80824
H -2.86692 -5.12862 1.17150
H -3.06268 -5.36168 3.61592
H -1.03895 -5.07327 5.04059
H 1.12833 -4.59084 3.97813
H 1.97647 -4.94172 0.58111
H 2.49063 -4.39462 2.18003
H 1.65770 -1.98503 3.34486
H 0.21441 -1.32866 2.50915
H 1.68541 -0.35342 2.60574
H 4.21647 -2.57236 2.20613
H 4.37805 -1.08867 1.23373
H 4.68531 -2.67779 0.49115
O 3.56975 3.09213 -0.10235
S 3.26633 2.03062 0.82507
O 2.62343 0.86012 0.11547
O 4.35627 1.56605 1.65396
S 1.81575 2.66910 2.17612
C -0.83946 5.13624 -3.68681
C 0.47221 4.43614 -3.46962
C 1.62406 5.14484 -3.15971
C 2.81646 4.47389 -2.94840
Cl 4.24787 5.39894 -2.56476
C 2.89459 3.09872 -3.03168
C 1.74873 2.38529 -3.35059
C 0.55158 3.04621 -3.56292
O -0.56886 2.34454 -3.94142
C -1.48974 2.03635 -2.89528
C -1.28978 0.64323 -2.29476
O -2.29229 -0.05177 -2.12783
O -0.08588 0.31899 -1.98917
H -0.70008 6.21731 -3.71176
H -1.54229 4.90376 -2.88441
H -1.30360 4.81453 -4.62080
H 1.59248 6.22408 -3.07600
H 3.81971 2.59054 -2.80770
H 1.76469 1.30451 -3.41569
H -2.48887 2.08439 -3.32618
H -1.39990 2.76070 -2.07810
*
```

Results of the Mulliken charge analysis, in e, for atoms 1 through 2:
1 Mg 1.356
2 Cl -0.304

Here is a cluster of 6 separate species, C4H22N2O6 in total in a non-equilibrium geometry from the Open Molecules 2025 dataset. Energies are from ωB97M-V/def2-TZVPD.

As for the gap between HOMO and LUMO: 9.14 eV. The calculation puts the HOMO energy at -8.740 eV. The energy above the lowest of the compared OMol25 structures with the same formula, charge and spin comes out at 0.565 eV. The largest force on an atom comes out at 1.7 eV/Å. The lowest unoccupied orbital energy comes out at 0.40 eV. As for the SMILES: C[C@H](CO)NCN.O.O.O.O.O.

The geometry in ORCA input format:
```
! wB97M-V def2-TZVPD RIJCOSX def2/J DEFGRID3
* xyz 0 1
C -2.87845 0.70266 -0.11601
C -1.71956 0.13356 -0.95484
C -1.55002 -1.36172 -0.56952
O -0.81359 -1.55797 0.61577
N -0.48077 0.83047 -0.68565
C -0.48822 2.28402 -0.58275
N 0.84064 2.81766 -0.43095
H -3.17620 1.65973 -0.54984
H -2.53390 0.89913 0.90483
H -3.78931 0.10810 -0.14131
H -1.96795 0.11949 -2.02363
H -2.55080 -1.78465 -0.49235
H -1.01859 -1.89625 -1.36329
H -1.22118 -1.06838 1.34986
H 0.16540 0.40936 -0.03898
H -1.14653 2.61604 0.21883
H -0.93966 2.67285 -1.49974
H 1.15858 2.74876 0.53080
H 1.48197 2.25689 -0.97857
H 0.60024 -3.48555 0.10189
H 1.62876 -3.29547 1.28902
O 1.52533 -3.39086 0.34126
H 2.56428 0.32994 1.55890
H 2.45427 1.55859 2.55548
O 2.25837 0.62219 2.43111
H 0.30963 0.24392 -2.39284
H 0.54378 0.89304 -3.79260
O 0.34566 0.05434 -3.35277
H 1.67718 -1.47703 -0.30879
H 2.46245 -0.52368 -1.13824
O 2.17174 -0.63874 -0.22376
H -0.21935 -0.79381 3.26519
H 0.49586 0.32234 2.58869
O -0.41929 0.02875 2.79894
*
```

Results of the natural (NBO) charge analysis, in e, for atoms 1 through 2:
1 C -0.645
2 C -0.076

Here is the molecule C3H6O5S in a non-equilibrium geometry from the Open Molecules 2025 dataset. Energies are from ωB97M-V/def2-TZVPD.

As for the gap between HOMO and LUMO: 10.97 eV. The calculation puts the HOMO energy at -10.505 eV. The energy above the lowest of the compared OMol25 structures with the same formula, charge and spin comes out at 0.000 eV. The largest force on an atom comes out at 3.4 eV/Å. The lowest unoccupied orbital energy comes out at 0.46 eV.

The geometry in ORCA input format:
```
! wB97M-V def2-TZVPD RIJCOSX def2/J DEFGRID3
* xyz 0 1
C 0.36531 -0.47708 -0.90918
C 0.05641 0.33611 0.40060
C 0.13185 1.86385 0.20591
O -0.77825 -2.28679 1.73943
O -0.62490 -1.73269 -0.66616
O -1.23697 0.04677 0.75297
O -0.06399 -0.00281 -2.10744
O 1.00272 -0.07424 1.31405
S -1.52640 -1.62921 0.66480
H 1.27593 -1.06581 -0.86327
H -0.23044 2.31209 1.18341
H -0.65801 1.90379 -0.59214
H 1.06714 2.28213 -0.13047
H 0.32321 -0.54363 -2.79200
H 0.89637 -0.93249 1.79949
*
```

Results of the natural (NBO) charge analysis, in e, for atoms 1 through 2:
1 C 0.353
2 C 0.465